Entry from the OMol25 dataset: a cluster of 12 separate species, C48H60F36O24 in total (ωB97M-V/def2-TZVPD).

Each line ends with the Mulliken charge.
Element x y z (Å)
C: 7.223 -8.215 -0.110  -1.12
C: 7.697 -7.511 1.141  -0.22
O: 6.916 -8.006 2.277  -0.21
C: 7.381 -7.912 3.574  0.34
O: 8.484 -7.507 3.919  -0.54
C: 6.290 -8.351 4.589  0.90
F: 6.147 -7.432 5.552  -0.24
F: 5.161 -8.650 3.986  -0.23
F: 6.721 -9.405 5.168  -0.25
H: 6.134 -8.215 -0.159  0.32
H: 7.662 -9.209 -0.197  0.30
H: 7.629 -7.708 -0.985  0.38
H: 7.604 -6.426 1.083  0.30
H: 8.769 -7.705 1.175  0.28
C: 13.288 3.607 -3.002  -1.08
C: 13.973 3.006 -1.791  -0.15
O: 12.979 2.617 -0.811  -0.32
C: 12.332 3.615 -0.019  0.35
O: 12.722 4.768 -0.001  -0.50
C: 11.048 3.146 0.712  0.85
F: 11.109 1.834 0.960  -0.24
F: 10.922 3.791 1.851  -0.22
F: 10.049 3.378 -0.108  -0.23
H: 12.509 2.952 -3.392  0.30
H: 13.941 3.885 -3.830  0.36
H: 12.702 4.438 -2.610  0.30
H: 14.672 3.675 -1.289  0.29
H: 14.571 2.175 -2.166  0.29
C: 2.126 -4.793 -6.942  -1.12
C: 2.254 -6.155 -7.519  -0.16
O: 2.358 -6.237 -8.949  -0.30
C: 1.209 -6.091 -9.825  0.39
O: 0.088 -5.760 -9.407  -0.51
C: 1.454 -6.274 -11.372  0.80
F: 0.768 -7.365 -11.738  -0.22
F: 1.071 -5.207 -12.067  -0.22
F: 2.798 -6.382 -11.567  -0.23
H: 2.277 -4.762 -5.862  0.36
H: 1.169 -4.324 -7.168  0.29
H: 2.842 -4.117 -7.409  0.31
H: 1.367 -6.684 -7.170  0.28
H: 3.110 -6.744 -7.188  0.34
C: -4.615 5.610 -6.048  -1.12
C: -5.852 6.370 -5.634  -0.13
O: -5.955 7.591 -6.337  -0.28
C: -5.086 8.675 -6.310  0.35
O: -4.041 8.744 -5.707  -0.49
C: -5.544 9.928 -7.218  0.82
F: -4.894 10.033 -8.409  -0.24
F: -6.819 9.807 -7.524  -0.22
F: -5.275 11.001 -6.457  -0.22
H: -4.333 5.779 -7.087  0.32
H: -4.655 4.544 -5.824  0.36
H: -3.726 6.026 -5.574  0.29
H: -5.796 6.519 -4.555  0.26
H: -6.628 5.609 -5.721  0.32
C: -0.726 -1.217 -1.554  -1.04
C: 0.452 -0.242 -1.462  -0.17
O: 1.589 -0.795 -0.804  -0.30
C: 1.698 -0.637 0.576  0.39
O: 0.984 0.089 1.250  -0.52
C: 2.861 -1.455 1.254  0.82
F: 3.298 -2.410 0.459  -0.23
F: 3.887 -0.643 1.491  -0.24
F: 2.405 -1.889 2.447  -0.23
H: -0.579 -2.096 -2.182  0.29
H: -1.653 -0.880 -2.016  0.37
H: -0.986 -1.531 -0.543  0.28
H: 0.164 0.716 -1.030  0.32
H: 0.895 -0.068 -2.443  0.26
C: 8.903 -1.123 8.330  -0.96
C: 10.350 -0.998 7.878  -0.22
O: 11.144 -1.604 8.947  -0.29
C: 11.670 -0.837 9.916  0.39
O: 11.253 0.316 10.186  -0.53
C: 12.771 -1.453 10.809  0.83
F: 13.926 -0.869 10.582  -0.24
F: 12.459 -1.311 12.099  -0.24
F: 12.901 -2.754 10.598  -0.25
H: 8.443 -2.069 8.044  0.30
H: 8.189 -0.399 7.937  0.31
H: 8.901 -1.113 9.420  0.28
H: 10.691 -0.010 7.569  0.32
H: 10.425 -1.502 6.915  0.32
C: -10.713 3.676 -1.840  -1.04
C: -9.928 2.285 -1.751  -0.20
O: -8.625 2.445 -1.116  -0.30
C: -8.529 2.727 0.258  0.36
O: -9.534 2.894 0.957  -0.50
C: -7.105 2.602 0.800  0.83
F: -6.182 2.490 -0.194  -0.23
F: -6.892 3.687 1.576  -0.23
F: -6.955 1.514 1.590  -0.24
H: -11.281 3.915 -0.941  0.30
H: -11.501 3.632 -2.592  0.36
H: -10.050 4.511 -2.067  0.30
H: -9.756 1.821 -2.722  0.30
H: -10.511 1.516 -1.244  0.29
C: -12.009 -3.436 2.947  -1.09
C: -12.031 -3.815 1.515  -0.17
O: -10.701 -3.628 1.007  -0.25
C: -9.690 -4.574 1.222  0.34
O: -9.928 -5.693 1.782  -0.55
C: -8.263 -4.215 0.670  0.87
F: -7.506 -3.976 1.710  -0.24
F: -7.758 -5.232 -0.030  -0.24
F: -8.382 -3.212 -0.056  -0.22
H: -13.007 -3.512 3.380  0.37
H: -11.795 -2.368 3.008  0.27
H: -11.313 -4.042 3.527  0.33
H: -12.706 -3.137 0.993  0.28
H: -12.386 -4.841 1.416  0.29
C: -3.090 -2.482 6.654  -1.14
C: -1.819 -3.132 5.994  -0.23
O: -1.763 -4.540 6.293  -0.25
C: -1.830 -5.521 5.395  0.42
O: -1.861 -5.448 4.150  -0.55
C: -1.903 -6.917 6.092  0.85
F: -3.162 -7.244 6.190  -0.25
F: -1.335 -7.901 5.362  -0.23
F: -1.430 -6.915 7.339  -0.23
H: -3.106 -2.738 7.713  0.30
H: -4.047 -2.821 6.257  0.32
H: -3.238 -1.403 6.607  0.38
H: -0.958 -2.603 6.403  0.29
H: -1.783 -2.825 4.949  0.32
C: -0.414 6.102 8.049  -1.18
C: -0.014 4.829 7.321  -0.15
O: 1.236 4.968 6.633  -0.33
C: 2.379 4.809 7.282  0.42
O: 2.484 4.493 8.433  -0.51
C: 3.667 5.223 6.461  0.84
F: 4.557 5.712 7.285  -0.23
F: 4.189 4.161 5.857  -0.25
F: 3.307 6.128 5.558  -0.24
H: -1.438 6.092 8.421  0.38
H: -0.153 6.980 7.458  0.32
H: 0.137 6.307 8.967  0.32
H: -0.790 4.607 6.588  0.31
H: 0.061 4.010 8.036  0.30
C: -7.112 -2.006 -7.753  -1.06
C: -8.009 -2.050 -8.956  -0.21
O: -9.254 -1.342 -8.797  -0.29
C: -10.289 -1.804 -8.016  0.39
O: -10.263 -2.903 -7.405  -0.53
C: -11.545 -0.891 -7.900  0.83
F: -11.417 0.292 -8.419  -0.22
F: -12.600 -1.507 -8.450  -0.24
F: -11.845 -0.792 -6.582  -0.25
H: -7.626 -2.474 -6.913  0.30
H: -6.844 -0.975 -7.524  0.28
H: -6.183 -2.569 -7.851  0.36
H: -8.211 -3.085 -9.229  0.31
H: -7.549 -1.652 -9.861  0.31
C: -0.563 6.962 -0.582  -1.08
C: 0.788 6.795 0.165  -0.18
O: 1.894 7.220 -0.617  -0.29
C: 2.398 6.503 -1.654  0.43
O: 2.030 5.365 -1.984  -0.56
C: 3.605 7.240 -2.338  0.82
F: 4.705 6.507 -1.974  -0.24
F: 3.468 7.222 -3.683  -0.23
F: 3.767 8.497 -1.913  -0.22
H: -1.460 6.811 0.018  0.35
H: -0.547 6.240 -1.399  0.29
H: -0.597 7.918 -1.106  0.32
H: 0.997 5.809 0.581  0.33
H: 0.803 7.513 0.985  0.25

Forces on atoms 1 to 2 (eV/Å):
-0.055 0.177 -0.108
0.490 -0.139 -0.079

The relative energy (zero: lowest compared OMol25 entry of this formula, charge and spin) comes out at 2.042 eV. Its SMILES is CCOC(=O)C(F)(F)F.CCOC(=O)C(F)(F)F.CCOC(=O)C(F)(F)F.CCOC(=O)C(F)(F)F.CCOC(=O)C(F)(F)F.CCOC(=O)C(F)(F)F.CCOC(=O)C(F)(F)F.CCOC(=O)C(F)(F)F.CCOC(=O)C(F)(F)F.CCOC(=O)C(F)(F)F.CCOC(=O)C(F)(F)F.CCOC(=O)C(F)(F)F. The highest occupied orbital energy is -11.1 eV. The charge is 0. As for the lowest unoccupied orbital energy: -0.09 eV.